54
Properties=species:S:1:pos:R:3:forces:R:3 method="wB97M-V/def2-TZVPD" relative_energy_ev=0.000 gap_ev=6.64 charge=-1
C -3.82803 -2.55007 2.04783 -0.1 -0.2 0.2
C -3.35341 -2.12313 3.44399 -0.3 0.2 0.0
C -3.01446 -0.64134 3.67058 0.3 -0.2 -0.1
I -4.74224 0.60997 3.40687 0.0 0.1 0.0
C -1.77560 -0.13369 2.97092 0.3 0.0 0.2
C -0.65534 0.03567 3.69316 -0.7 -0.1 -0.2
C 0.59491 0.57146 3.12945 0.6 0.0 0.3
O 1.53876 0.81567 3.86358 -0.5 -0.1 -0.4
C 0.65903 0.80918 1.66421 -0.3 -0.1 -0.3
C 1.95950 1.30048 1.14976 0.1 0.8 -0.1
Cl 3.07030 0.11319 0.58826 0.1 -0.1 0.1
C 2.25151 2.60739 1.15666 -0.2 -0.4 -0.1
C 1.29415 3.66442 1.62917 -0.1 -0.1 0.3
Cl 3.77312 3.18942 0.61276 0.1 -0.1 -0.1
C -0.42343 0.60116 0.88572 0.4 0.0 0.2
C -0.42374 0.89265 -0.59293 -0.2 0.1 0.2
C -0.87801 -0.20948 -1.55350 0.2 0.2 -0.2
C 0.15617 -1.26066 -1.91961 0.2 -0.3 0.0
F 1.39854 -0.74282 -2.01616 -0.2 0.0 -0.1
F -0.18036 -1.79581 -3.12550 0.0 0.1 0.1
C 0.22936 -2.42196 -0.86936 0.2 0.2 0.0
F -1.01343 -2.74859 -0.50052 -0.3 -0.2 0.0
F 0.86355 -1.94739 0.20747 -0.1 -0.2 0.1
S 1.08658 -4.05208 -1.38689 -0.1 0.2 0.0
F 2.26376 -3.86094 -0.34556 0.1 0.0 -0.1
F 0.27253 -4.85065 -0.27094 0.0 0.0 0.0
F -0.08617 -4.30575 -2.42582 0.0 -0.1 0.0
F 1.93354 -3.29910 -2.48396 0.0 -0.1 0.0
F 1.74306 -5.41808 -1.84255 -0.1 0.1 0.0
C -1.73315 0.20543 1.51061 -0.4 0.3 -0.2
O -2.75557 0.24979 0.84903 0.5 -0.2 0.2
H -4.05593 -1.69775 1.41748 0.1 0.1 -0.1
H -4.73992 -3.14303 2.13302 0.0 0.0 0.0
H -3.09079 -3.18286 1.55973 0.1 0.1 -0.2
H -4.13309 -2.36184 4.17076 0.1 0.0 0.0
H -2.46825 -2.68718 3.74887 0.0 0.0 -0.1
H -2.81187 -0.52194 4.73315 -0.1 0.0 0.0
H -0.64356 -0.16647 4.75830 0.1 0.0 0.0
H 1.70954 4.65504 1.46685 0.0 0.0 -0.1
H 0.33704 3.58867 1.11316 0.0 0.0 -0.1
H 1.11359 3.55402 2.70315 0.0 0.0 0.0
H -1.13037 1.71575 -0.74468 0.1 0.0 0.0
H 0.55338 1.27429 -0.88293 0.0 0.0 -0.1
H -1.79101 -0.69804 -1.23746 -0.1 0.0 0.1
H -1.09538 0.27737 -2.50507 0.0 -0.1 0.1
N 2.57958 2.05793 -4.32668 -0.1 0.4 -0.2
S 1.24693 2.80861 -3.92619 -0.1 -0.2 0.2
O 0.54899 3.42119 -5.00997 0.0 0.0 0.0
O 1.27859 3.49058 -2.66957 0.0 0.0 0.1
F 0.39081 1.49679 -3.60104 0.1 0.0 -0.1
S 3.79384 2.95174 -4.79056 0.3 -0.1 0.0
O 4.81437 2.13416 -5.35959 -0.2 -0.1 0.0
O 4.17482 3.97266 -3.86764 -0.1 0.1 0.0
F 3.19326 3.75594 -6.02982 0.1 0.0 0.0



49
Properties=species:S:1:pos:R:3:forces:R:3 method="wB97M-V/def2-TZVPD" gap_ev=7.00 charge=-1
C 5.30732 -3.07878 0.02123 -0.3 0.2 0.0
C 5.24748 -1.89903 1.11619 -0.5 0.2 -0.7
C 4.19081 -0.83136 0.56942 0.0 -0.7 1.1
C 3.90109 0.36971 1.56386 -0.7 1.0 -0.5
C 3.03380 1.53208 0.82531 0.0 -0.6 -0.4
C 2.26137 1.02248 -0.46920 0.5 0.8 -0.7
C 1.17094 2.06097 -1.00421 0.0 -1.1 0.5
C -0.29665 1.59955 -0.51417 0.1 0.5 -1.5
C -1.26554 1.66035 -1.79491 0.0 0.9 0.7
Al -2.93201 0.48242 -1.65138 -0.6 1.2 -1.5
O -3.86849 0.70672 -3.28472 0.2 0.5 1.5
C -4.23401 1.01619 -0.16440 -0.1 0.3 0.3
C -3.70574 0.78027 1.32079 -2.6 0.8 -0.5
O -3.52109 2.06556 1.97030 0.2 -0.7 0.1
C -4.92109 0.09283 2.12666 0.5 -0.4 0.8
F -4.74036 0.13991 3.52396 -0.3 -0.2 -2.1
F -6.14412 0.75732 1.90852 2.0 -1.3 0.4
F -5.06745 -1.25611 1.80954 -0.2 2.1 0.4
B -2.40047 -1.52447 -1.56047 0.6 -1.3 -0.3
C -2.17691 -2.41815 -0.22111 0.0 -1.4 -0.5
O -2.23771 -2.22048 -2.84672 -1.0 -0.1 1.6
H 6.27929 -3.06611 -0.56094 -1.0 -0.2 0.8
H 4.48007 -2.92555 -0.75166 1.1 -0.1 1.0
H 5.10448 -4.10229 0.47548 0.6 1.3 -0.5
H 4.95388 -2.30672 2.13873 0.3 0.6 -1.3
H 6.23310 -1.35451 1.22975 -0.9 -0.8 -0.1
H 3.21193 -1.39857 0.43179 1.2 0.8 0.0
H 4.54999 -0.49389 -0.45768 -0.5 -0.2 1.4
H 3.27282 0.06823 2.46855 1.1 -0.1 -1.2
H 4.85136 0.86112 1.95124 -1.0 -0.8 -0.4
H 2.25173 1.97899 1.51867 1.1 -0.5 -0.6
H 3.75710 2.34780 0.49385 -1.1 -0.8 0.4
H 3.02394 0.88501 -1.30775 -0.8 0.1 1.1
H 1.74688 0.02138 -0.34765 0.6 1.2 0.1
H 1.23391 2.03245 -2.14253 -0.4 0.1 1.5
H 1.36543 3.12903 -0.68619 0.0 -1.2 -0.2
H -0.32300 0.52976 -0.14074 0.5 1.1 -0.2
H -0.64079 2.26973 0.33792 0.2 -0.8 -1.1
H -0.72076 1.32714 -2.74595 -0.5 0.4 1.3
H -1.54052 2.76365 -1.92964 0.3 -1.3 -0.1
H -4.30892 1.56827 -3.15984 0.2 -0.5 -0.4
H -4.41879 2.13976 -0.26391 0.0 -1.4 0.2
H -5.21460 0.47469 -0.37600 1.2 0.7 0.4
H -2.75786 0.17169 1.38024 -1.1 0.7 0.3
H -4.39150 2.50515 2.04002 0.6 -0.5 -0.4
H -3.09349 -2.33275 0.43712 1.1 0.1 -0.4
H -1.23136 -2.18965 0.35664 -1.1 0.0 -0.4
H -2.11442 -3.51961 -0.53918 0.0 1.2 0.5
H -3.16104 -2.44218 -3.09486 0.8 0.4 -0.3



156
Properties=species:S:1:pos:R:3:forces:R:3 method="wB97M-V/def2-TZVPD" relative_energy_ev=0.000 gap_ev=9.12 smiles="CCOC(=O)C(F)(F)F.CCOC(=O)C(F)(F)F.CCOC(=O)C(F)(F)F.CCOC(=O)C(F)(F)F.CCOC(=O)C(F)(F)F.CCOC(=O)C(F)(F)F.COCCNCCOC.COCCNCCOC.COCCNCCOC"
C -0.18518 -6.23574 0.43453 1.4 0.6 -0.6
O 0.47676 -4.93976 0.34579 -0.7 -0.9 -0.6
C 1.81930 -5.02798 -0.18011 -0.3 -0.3 0.9
C 1.95242 -5.11044 -1.71169 1.4 -0.5 1.1
N 1.87278 -3.82728 -2.32335 -0.5 0.4 0.2
C 2.31991 -3.67039 -3.66000 2.2 -0.9 -0.6
C 2.98095 -2.27050 -3.75484 -0.3 -0.2 -0.1
O 3.43173 -2.15395 -5.10450 0.4 1.2 0.5
C 4.28349 -1.01108 -5.31341 0.3 -0.4 0.3
H -0.27344 -6.68155 -0.56506 0.0 0.0 0.1
H -1.20648 -6.13505 0.82876 0.6 0.1 0.3
H 0.51939 -6.87712 1.00689 -0.9 0.1 0.1
H 2.31392 -5.92824 0.28939 -0.3 0.9 -0.4
H 2.24159 -4.09557 0.23414 0.4 -0.5 -0.5
H 1.28749 -5.89233 -2.05840 -0.6 -0.2 -0.4
H 2.99861 -5.51401 -1.92416 -1.1 0.5 0.3
H 1.05965 -3.27383 -2.14550 -0.6 0.0 0.5
H 1.63454 -3.88914 -4.51726 0.0 0.5 0.7
H 3.10898 -4.49738 -3.77623 -0.7 1.4 -0.1
H 3.81203 -2.13880 -2.99863 -0.4 -0.6 -0.8
H 2.24559 -1.48242 -3.41688 0.4 -0.5 -0.8
H 4.88622 -1.17612 -6.22424 -0.3 -0.2 0.5
H 4.95328 -0.89097 -4.42681 -0.2 -0.1 -0.6
H 3.74961 -0.06641 -5.44725 -0.3 -0.2 0.2
C 5.31122 -2.67669 0.30567 0.9 -0.9 -0.2
O 4.46472 -1.88020 1.03006 -1.1 1.3 1.0
C 3.66766 -0.96648 0.28620 1.4 -0.5 -1.2
C 4.49804 -0.02341 -0.63432 -0.7 -0.2 0.9
N 3.56250 0.90354 -1.26358 -1.5 -1.0 -0.2
C 4.24368 1.76672 -2.16900 -0.3 0.3 -0.7
C 3.33550 2.68347 -2.96028 -1.2 0.5 0.2
O 2.82699 1.89392 -4.02935 0.1 0.1 -0.1
C 2.18464 2.66689 -5.01065 0.8 1.1 -0.6
H 6.22738 -2.18077 -0.00948 0.3 0.3 0.0
H 4.84658 -3.03396 -0.60442 -0.3 -0.5 -0.4
H 5.60148 -3.51011 0.96360 -0.1 0.1 -0.4
H 3.06766 -0.40464 0.98133 -0.1 0.2 0.4
H 3.01980 -1.54434 -0.38480 -0.3 0.0 0.0
H 5.04555 -0.62630 -1.37788 0.1 0.1 0.1
H 5.22712 0.56418 -0.02379 -0.4 -0.4 -0.4
H 2.78829 0.41009 -1.78973 1.3 0.5 0.9
H 4.72072 1.19108 -2.97906 0.5 0.1 0.2
H 4.97566 2.31358 -1.58936 0.4 0.3 -0.1
H 3.95079 3.52745 -3.31945 -0.3 -0.2 -0.2
H 2.42473 3.13222 -2.42113 1.4 -0.7 -0.4
H 1.87903 2.05315 -5.84288 -0.3 -0.6 0.0
H 2.91476 3.38395 -5.48202 -0.5 -0.3 0.6
H 1.31612 3.21966 -4.63214 0.1 -0.1 0.0
C 4.21131 6.31784 -1.51219 0.8 -1.4 -0.4
O 4.23503 5.67166 -0.25109 1.6 1.7 -0.3
C 3.20269 4.80213 -0.03676 -0.1 -1.9 1.0
C 3.60865 3.93199 1.22186 -0.2 1.2 -1.7
N 2.65864 2.84766 1.27002 0.4 1.1 1.4
C 2.54278 2.30368 2.60563 -0.4 0.0 0.0
C 1.20023 1.61669 2.68050 -0.1 -1.8 0.3
O 0.87274 1.13430 3.98186 -0.6 1.0 -0.3
C 1.61546 0.07400 4.48890 0.4 -1.0 -0.2
H 4.90520 7.16322 -1.61817 -0.1 -0.4 0.6
H 3.22885 6.65498 -1.67775 -1.4 0.7 -0.5
H 4.44992 5.55550 -2.29855 -0.1 0.6 0.3
H 3.06978 4.09454 -0.88230 0.0 0.4 0.3
H 2.22620 5.30781 0.14526 0.4 -0.2 0.0
H 3.56436 4.60717 2.08132 -0.4 -0.3 0.2
H 4.68455 3.64761 1.17740 -0.5 0.0 -0.4
H 2.83005 2.19338 0.53901 0.2 -0.8 -0.5
H 2.48182 3.14237 3.28714 0.0 0.4 0.2
H 3.40706 1.72308 2.99708 -0.4 -0.2 -0.5
H 1.12322 0.76124 1.99048 0.4 -0.1 -0.1
H 0.38995 2.24950 2.33024 0.1 0.5 0.4
H 2.72943 0.26246 4.42971 -1.1 -0.3 0.4
H 1.39717 -0.90138 3.96374 0.3 0.8 0.1
H 1.21958 -0.06726 5.51051 0.7 0.1 -0.3
C -0.18486 -1.15975 -5.44597 1.1 -1.0 -0.1
C -1.35563 -0.69118 -6.20275 -1.3 0.2 -0.9
O -2.36038 -0.00819 -5.39129 0.6 0.0 0.0
C -2.13709 1.27977 -5.21286 1.6 0.5 -0.6
O -1.23658 1.94298 -5.68975 -1.1 -0.8 0.6
C -3.19602 1.85365 -4.27830 1.1 0.4 0.2
F -3.40936 1.03613 -3.24847 0.2 0.2 0.4
F -2.78170 3.07082 -3.88111 -0.6 -0.7 0.2
F -4.33348 1.95119 -4.91432 -1.3 0.5 -0.7
H 0.41459 -1.87536 -6.08672 -0.8 0.6 0.9
H -0.53575 -1.59961 -4.52651 0.1 -0.7 0.3
H 0.50386 -0.38748 -5.14584 0.1 0.6 -0.1
H -1.95092 -1.48362 -6.63978 0.1 -0.4 0.1
H -1.08078 -0.04183 -7.00641 0.2 0.6 -0.5
C -7.39515 3.32250 2.04230 2.5 -1.6 -1.9
C -7.43408 1.78563 1.80962 -0.7 -0.2 0.5
O -6.37278 1.30186 0.91233 0.1 -0.2 0.6
C -5.74559 0.12964 1.17177 -1.2 1.1 1.2
O -6.10734 -0.71852 1.95080 0.5 0.7 -0.9
C -4.40483 0.10229 0.39753 -0.1 -1.7 1.4
F -4.47886 0.65593 -0.75632 -0.2 0.5 -1.7
F -3.41642 0.68155 1.07709 -0.1 0.2 0.4
F -4.08377 -1.20901 0.26964 0.2 0.2 -0.3
H -8.27774 3.55227 2.53863 -1.6 0.7 1.0
H -7.27428 3.92620 1.10584 -0.2 -0.7 0.8
H -6.52552 3.45263 2.68090 0.0 0.7 0.1
H -8.42461 1.50386 1.43125 0.4 -0.2 -0.5
H -7.36903 1.27468 2.79450 0.3 0.2 -0.7
C -1.23002 -2.76616 5.34590 1.0 -0.5 1.1
C -0.57330 -4.16287 5.59369 -1.8 1.7 0.8
O 0.35568 -4.49506 4.51775 -1.4 -0.3 1.4
C 1.54578 -3.98639 4.64396 0.9 1.9 1.8
O 2.05091 -3.30710 5.52003 -1.2 -1.1 -0.5
C 2.27565 -4.11252 3.37851 1.7 -1.8 -3.4
F 3.58302 -3.95504 3.50031 0.1 0.4 0.5
F 2.13349 -5.32578 2.74602 -0.3 0.3 1.0
F 1.82158 -3.23113 2.48706 -0.2 0.7 0.2
H -0.42671 -2.05510 5.39789 0.4 0.6 -0.3
H -1.88275 -2.45932 6.19198 0.1 -0.6 -0.6
H -1.71875 -2.67341 4.40104 -0.5 -0.1 -0.5
H -1.42361 -4.85942 5.65064 1.0 -0.5 -0.4
H -0.11676 -4.05805 6.59837 0.3 -0.6 -0.9
C -1.24118 7.04624 0.52429 -0.1 0.6 -0.9
C -1.09437 5.95009 -0.48218 -0.7 -1.1 0.2
O -2.16740 4.96764 -0.20776 0.1 0.0 0.1
C -3.10133 4.88841 -1.12873 -0.3 1.4 -0.3
O -3.07332 5.39753 -2.22145 -0.2 -0.6 0.4
C -4.42262 4.28508 -0.58356 0.6 -1.3 0.4
F -5.40851 5.16580 -0.71169 0.0 0.1 0.2
F -4.74109 3.19053 -1.28491 -0.1 0.3 -0.1
F -4.32557 3.89356 0.72059 -0.2 0.6 -0.9
H -0.73698 7.92157 0.08445 0.0 -0.1 0.6
H -0.83390 6.75429 1.48189 0.0 0.2 0.2
H -2.30271 7.29619 0.57779 0.1 0.1 0.3
H -0.21530 5.35369 -0.31023 0.6 0.0 -0.4
H -1.23729 6.27141 -1.50821 0.4 0.0 0.0
C -0.94307 -1.75455 1.92830 -0.2 -0.8 -1.0
C -0.14174 -1.45935 0.66245 -0.3 -1.2 -1.1
O -0.56325 -0.15691 0.17077 0.4 0.7 -1.1
C 0.02831 0.24375 -0.96529 -0.4 -0.3 0.4
O 0.81943 -0.41230 -1.61094 -1.0 1.1 0.5
C -0.49660 1.72345 -1.36386 0.2 -0.7 -0.2
F -0.08938 2.65016 -0.49509 0.4 -0.3 -0.1
F -0.03918 2.01698 -2.58928 0.1 -0.1 0.4
F -1.82722 1.82480 -1.41369 0.1 -0.5 0.3
H -1.23775 -2.81248 2.06561 0.2 0.4 -0.6
H -1.82661 -1.14518 1.88511 -0.6 0.1 0.1
H -0.43031 -1.51332 2.81743 0.8 0.6 0.9
H -0.22017 -2.20836 -0.18015 -0.6 0.6 1.0
H 0.92029 -1.41244 0.75081 0.8 0.1 0.7
C -4.12394 -4.60171 2.33461 -0.6 0.3 0.5
C -4.75137 -4.15377 3.66340 -0.5 -0.3 -1.8
O -4.33010 -2.78656 3.85398 0.0 -0.7 0.6
C -5.09708 -2.23403 4.76619 -0.8 0.5 0.1
O -5.99443 -2.75927 5.37061 0.5 0.5 0.0
C -4.68940 -0.77578 4.98822 -0.2 0.7 0.9
F -4.05016 -0.21214 3.97835 -0.1 0.0 -0.4
F -5.74354 -0.00022 5.32574 0.5 -0.6 -0.3
F -3.82961 -0.77459 6.02630 0.0 0.1 0.3
H -3.05684 -4.53064 2.50457 0.4 -0.5 -0.2
H -4.32024 -3.91910 1.49094 -0.4 -0.4 0.4
H -4.46600 -5.63350 2.13477 0.4 0.5 -0.2
H -4.42522 -4.83056 4.44260 0.3 0.3 0.5
H -5.85165 -4.12716 3.71985 0.5 -0.4 -0.5



8
Properties=species:S:1:pos:R:3:forces:R:3 method="wB97M-V/def2-TZVPD" relative_energy_ev=1.739 gap_ev=10.72 smiles=Cl[C@@H]1CN1
C 0.55122 -0.53776 0.18228 4.8 -2.9 0.7
C -0.51160 0.10253 -0.52783 -2.0 1.0 -3.1
N 0.36459 0.87977 0.21219 0.9 2.1 1.9
Cl -2.19032 -0.11295 0.09255 0.4 -0.1 -0.4
H 0.48470 -1.27437 1.05961 -0.8 1.5 -1.2
H 1.57786 -0.84544 -0.38101 -2.6 0.7 1.0
H -0.45949 0.29815 -1.69876 -0.6 -0.7 2.6
H 0.18303 1.49006 1.06097 -0.3 -1.7 -1.5



Number 1: calculated total energy -126138.1692 eV, E_LUMO -0.04 eV. Number 2: calculated total energy -35504.9713 eV, E_LUMO 2.85 eV. Number 3: calculated total energy -135006.5694 eV, E_LUMO 0.49 eV. Number 4: calculated total energy -16149.3384 eV, E_LUMO 1.21 eV.